No. 1
{
  "formula": "C6H7F",
  "method": "ωB97M-V/def2-TZVPD",
  "species": ["H", "H", "C", "C", "C", "C", "H", "F", "H", "H", "H", "C", "H", "C"],
  "xyz": [[0.44, 2.45, -0.22], [-1.15, 2.23, 0.08], [-0.45, -1.76, -0.03], [1.24, -0.20, 0.13], [-0.34, 1.81, -0.32], [0.97, -1.70, -0.21], [-0.69, 1.54, -1.40], [2.43, 0.37, -0.04], [-2.03, -0.25, 0.40], [-0.11, 0.61, 1.56], [-1.03, -2.73, -0.25], [-1.06, -0.58, 0.27], [1.81, -2.33, -0.38], [-0.03, 0.55, 0.41]],
  "lowdin_charge": [0.049, 0.030, -0.150, -0.176, -0.041, 0.033, 0.143, 0.064, 0.077, 0.188, 0.120, -0.083, 0.075, -0.330],
  "charge": 0,
  "max_force_ha_per_bohr": 0.1638,
  "lumo_ev": 0.7,
  "smiles": "C[C@H]1C=CC=C1F",
  "total_energy_ha": -332.57975
}

=====

No. 2
{
  "formula": "C5H14O3",
  "method": "ωB97M-V/def2-TZVPD",
  "species": ["H", "C", "H", "H", "H", "C", "C", "O", "H", "C", "H", "H", "H", "H", "H", "H", "H", "H", "O", "H", "O", "C"],
  "xyz": [[1.23, -0.28, 2.74], [-1.26, -1.59, -0.69], [0.16, -2.14, 0.90], [-2.34, -2.73, 0.82], [1.14, 1.43, 1.00], [0.10, -1.70, -0.11], [0.51, 0.53, 1.03], [3.27, 2.48, -4.67], [4.24, 2.58, -4.73], [0.97, -0.42, -0.08], [-3.36, -2.06, -0.53], [-1.72, 2.81, 3.61], [-1.17, -1.06, -1.63], [0.97, 0.02, -1.08], [-3.08, 1.98, 3.53], [0.55, -2.56, -0.65], [2.87, 2.19, -5.52], [-0.51, 0.78, 0.72], [0.40, -0.07, 2.27], [1.99, -0.83, -0.11], [-2.60, 2.78, 3.30], [-2.36, -2.17, -0.11]],
  "lowdin_charge": [0.123, 0.040, 0.130, 0.118, 0.135, -0.176, -0.258, -0.094, 0.045, -0.152, 0.111, 0.007, 0.151, 0.126, 0.034, 0.183, 0.049, 0.129, -0.047, 0.127, -0.040, 0.259],
  "spin_multiplicity": 2,
  "charge": 1,
  "max_force_ha_per_bohr": 0.0611,
  "lumo_ev": [-5.0, -9.0],
  "total_energy_ha": -424.22171,
  "s_squared": 0.754
}

=====

No. 3
{
  "formula": "CH4CsO",
  "method": "ωB97M-V/def2-TZVPD",
  "species": ["H", "C", "H", "H", "H", "Cs", "O"],
  "xyz": [[0.14, -1.23, -0.02], [-0.14, -0.35, 0.59], [-1.18, -0.57, 0.84], [0.49, -0.37, 1.47], [0.29, 1.56, 0.34], [0.41, 0.14, -3.03], [-0.02, 0.82, -0.19]],
  "lowdin_charge": [0.066, -0.156, 0.092, 0.096, 0.093, 1.092, -0.283],
  "charge": 1,
  "max_force_ha_per_bohr": 0.0230,
  "lumo_ev": -3.7,
  "total_energy_ha": -135.66602
}